Record 1
{
  "formula": "C18H24O18",
  "method": "ωB97M-V with the def2-TZVPD basis set",
  "smiles": "O=C1OCCO1.O=C1OCCO1.O=C1OCCO1.O=C1OCCO1.O=C1OCCO1.O=C1OCCO1",
  "charge": 0,
  "de_lowest_kj_mol": 0.0,
  "lumo_energy_ev": -0.19,
  "elements": ["O", "O", "O", "O", "O", "O", "O", "O", "O", "O", "O", "O", "O", "O", "O", "O", "O", "O", "C", "C", "C", "C", "C", "C", "C", "C", "C", "C", "C", "C", "C", "C", "C", "C", "C", "C", "H", "H", "H", "H", "H", "H", "H", "H", "H", "H", "H", "H", "H", "H", "H", "H", "H", "H", "H", "H", "H", "H", "H", "H"],
  "positions_angstrom": [[-0.67165, -0.33840, 3.35293], [-2.53852, 0.28467, 4.42840], [-0.19732, 6.25452, -2.21897], [-3.57036, -0.24666, -6.28635], [1.55317, 5.51891, -3.38843], [-2.56957, 1.35843, -5.06279], [1.72784, 0.38791, 0.10305], [0.23155, -6.52872, 5.28961], [-1.01704, -5.37670, 3.80047], [-2.29867, -0.78336, -4.50211], [-2.67408, -1.14235, 2.73232], [6.19497, -0.49256, -0.45725], [-0.00696, -0.78016, -0.63765], [4.26516, -1.15725, -1.35715], [0.42616, 1.24798, -1.50768], [-0.85472, -4.64154, 5.89677], [5.24486, -2.41166, 0.23362], [1.57816, 7.59947, -2.52256], [-1.71421, -3.71394, 5.24879], [1.71063, -0.80675, 0.91706], [-1.82584, 1.37902, -3.85572], [5.24225, -1.45177, -0.46194], [-1.34645, -0.06837, -3.70522], [4.43191, 0.18560, -1.78606], [-0.47223, -5.61314, 5.02906], [5.90611, 0.46856, -1.47477], [0.71122, -1.70756, 0.18581], [0.69124, 0.36280, -0.74861], [-4.04053, -0.83603, 3.03105], [-2.87723, 0.07103, -5.37650], [-3.94696, 0.08578, 4.26510], [-1.85379, -0.35931, 3.46509], [-0.47751, 4.87590, -2.44279], [0.60610, 4.46719, -3.45629], [-1.50650, -4.04438, 3.75686], [1.03697, 6.56112, -2.69695], [5.98235, 1.49627, -1.12709], [-2.43198, -4.06708, 3.18664], [-1.39409, -0.34505, -2.66045], [2.71576, -1.21520, 0.95141], [0.16815, 4.34407, -4.44689], [-4.59704, -1.75051, 3.21418], [3.76055, 0.82148, -1.20970], [-4.44712, 1.03469, 4.09666], [-1.43737, 4.79189, -2.94946], [4.24465, 0.33943, -2.84761], [6.57806, 0.26294, -2.30513], [-0.81653, -3.32121, 3.32146], [1.17880, -2.46139, -0.44275], [-2.74682, -3.77081, 5.58941], [0.03227, -2.15131, 0.90913], [-2.42788, 1.71669, -3.01269], [-0.93850, 2.00805, -3.92343], [-4.46031, -0.32052, 2.16921], [-1.33354, -2.71317, 5.45769], [-4.30362, -0.39009, 5.17512], [1.33180, -0.52991, 1.89808], [-0.46029, 4.32232, -1.50784], [-0.36620, -0.23129, -4.14841], [1.07067, 3.52146, -3.17776]]
}

---

Record 2
{
  "formula": "C4H4O4",
  "method": "ωB97M-V with the def2-TZVPD basis set",
  "smiles": "Oc1cc(O)c(O)o1",
  "charge": 0,
  "de_lowest_kj_mol": 317.4,
  "lumo_energy_ev": 0.48,
  "elements": ["O", "O", "O", "O", "C", "C", "C", "C", "H", "H", "H", "H"],
  "positions_angstrom": [[-1.70290, 1.62862, -0.03532], [2.71903, 0.11998, 0.10840], [-2.00759, -1.43680, 0.12225], [0.54397, 1.03017, 0.04432], [0.54234, -1.20926, -0.07660], [-0.76324, -0.69618, -0.19234], [1.39714, -0.09393, -0.07999], [-0.73877, 0.63927, -0.03589], [3.14469, -0.70194, 0.13265], [-1.68311, -2.27068, 0.58041], [0.81215, -2.20780, -0.49400], [-1.31870, 2.60523, 0.17271]]
}

---

Record 3
{
  "formula": "H3N2O2P",
  "method": "ωB97M-V with the def2-TZVPD basis set",
  "charge": 0,
  "de_lowest_kj_mol": 382.5,
  "lumo_energy_ev": -0.35,
  "elements": ["P", "O", "O", "N", "N", "H", "H", "H"],
  "positions_angstrom": [[-0.07187, 1.01456, -0.20554], [2.38196, 0.43755, 0.31663], [1.13403, -1.30431, 0.04306], [-1.13218, -0.17125, -0.67551], [1.32432, -0.10800, 0.09686], [-1.10395, -1.04680, -0.16067], [-2.05265, 0.08821, -0.98928], [-0.47965, 1.09004, 1.57446]]
}

---

Record 4
{
  "formula": "C6H10O",
  "method": "ωB97M-V with the def2-TZVPD basis set",
  "smiles": "CC1=CCC[C@H]1O",
  "charge": 0,
  "de_lowest_kj_mol": 25.7,
  "lumo_energy_ev": 0.97,
  "elements": ["O", "C", "C", "C", "C", "C", "C", "H", "H", "H", "H", "H", "H", "H", "H", "H", "H"],
  "positions_angstrom": [[-0.13373, 2.08038, 0.16987], [0.07566, -1.17611, 0.59046], [0.76752, -0.16863, 0.02428], [-1.54272, 0.14356, -0.54697], [2.26143, 0.08713, -0.01571], [-0.17203, 0.86003, -0.56598], [-1.46094, -1.08559, 0.39150], [-2.14352, -0.98077, 1.26163], [-1.78024, -0.19105, -1.55842], [-0.29180, 1.85216, 1.09586], [-2.30580, 0.85131, -0.22610], [-1.96721, -1.96911, -0.03921], [0.59985, -1.98275, 1.10677], [2.49678, 1.09630, 0.35383], [2.82678, -0.63490, 0.58156], [2.65706, 0.04633, -1.04316], [0.11290, 1.17170, -1.58020]]
}